#P
Below is a 2-piece molecular cluster, C5H12NOS overall, with properties calculated with wB97M-V/def2-TZVPD.

XYZ file:
```
20
Properties=species:S:1:pos:R:3
S 3.90177 -0.32546 -0.44965
O -2.47425 0.26926 -1.34144
N -0.93148 -1.01255 0.07861
C -2.47382 -0.68092 -0.43009
C 2.18229 -0.61855 -0.57833
C 1.24336 0.04423 0.46320
C -0.22429 0.32911 0.10465
C -0.88926 1.15790 1.20579
H -1.01678 0.52333 2.09301
H 3.07032 1.29938 -1.35402
H -3.13180 -0.53252 0.46613
H -0.32541 0.78701 -0.87794
H -0.34287 2.07525 1.48472
H -1.89470 1.42047 0.87563
H -2.73622 -1.67802 -0.85220
H 1.20040 -0.62354 1.34295
H 1.71358 0.96258 0.83446
H -0.60566 -1.34625 -0.86293
H 1.73954 -0.34364 -1.56102
H 1.99527 -1.70709 -0.64156
```

Output
Net charge   -1
LUMO level   1.36 eV

=====

#Q
Below is a 2-piece molecular cluster, C5H12NOS overall, with properties calculated with wB97M-V/def2-TZVPD.

XYZ file:
```
20
Properties=species:S:1:pos:R:3
S 2.68792 -0.16179 -0.39031
O 2.80463 -1.91385 1.35840
N 1.87555 -1.18708 0.55101
C -2.02537 -0.10340 -0.37865
C -1.75526 -1.34015 -1.02116
C -0.87914 0.65000 0.06741
C -3.31152 0.37520 -0.18115
C 2.82134 1.50483 0.51439
H -0.19173 0.87384 -0.73426
H -0.45078 -0.12334 0.72834
H 3.37991 1.11999 1.41624
H 1.96263 2.10359 0.78689
H -2.25292 -1.28501 -2.11798
H -2.26670 -2.26488 -0.70791
H -1.06676 1.46679 0.69389
H -3.64768 1.35865 0.20280
H 3.58243 -1.49640 1.21490
H -4.09203 -0.19471 -0.68130
H -0.70710 -1.50114 -1.22688
H 3.53257 2.11885 -0.09466
```

Output
Net charge   -1
LUMO level   3.65 eV

=====

#R
Below is a 2-piece molecular cluster, C5H12NOS overall, with properties calculated with wB97M-V/def2-TZVPD.

XYZ file:
```
20
Properties=species:S:1:pos:R:3
S -0.32153 2.50339 -1.36099
O 1.20392 1.71978 1.23194
N -0.09942 -0.47515 -1.67277
C 1.14984 -0.48181 2.13392
C 1.32302 0.39166 1.10216
C -1.49116 0.06434 -1.75804
C 1.10516 -1.93923 1.86076
C -1.65092 1.32407 -0.93201
H 0.11165 -0.95046 -2.53478
H 1.09589 -0.12227 3.15018
H 1.51383 0.00368 0.10139
H -2.64768 1.70004 -1.16293
H 0.82765 -2.03385 0.77845
H -2.20904 -0.77100 -1.50167
H -1.58750 1.07923 0.17006
H 0.43761 0.41731 -1.73798
H -1.65179 0.43474 -2.77581
H 1.95750 -2.59247 2.02846
H 0.68539 2.05804 0.42757
H 0.24757 -2.33003 2.45208
```

Output
Net charge   -1
LUMO level   4.00 eV

=====

#S
Below is a 2-piece molecular cluster, C5H12NOS overall, with properties calculated with wB97M-V/def2-TZVPD.

XYZ file:
```
20
Properties=species:S:1:pos:R:3
S 1.70147 0.02803 -0.36052
O -2.55104 -1.28563 1.70870
N -0.36530 -0.50160 1.69558
C 0.32881 0.48680 -1.52452
C 0.49753 1.94619 -2.01000
C 0.57238 2.98123 -0.89930
C -1.35242 -1.38949 1.37633
C -0.78291 -2.62051 0.69544
H 0.41015 -0.26029 1.03867
H -0.37471 -3.39072 1.46077
H 1.42309 2.02614 -2.58297
H 1.42186 2.74466 -0.24170
H -0.30408 2.09843 -2.80421
H -1.64922 -3.16425 0.24965
H -0.74099 0.21081 2.34584
H -0.31862 2.93487 -0.22775
H -0.67626 0.35837 -1.06836
H 0.62256 4.02647 -1.29433
H 0.29163 -0.18173 -2.45942
H 0.05612 -2.48031 -0.01436
```

Output
Net charge   -1
LUMO level   3.86 eV

=====

Which of them is least stable? Easy: #Q.

=====

#P
Below is C5H13N2 in the gas phase, with properties calculated with wB97M-V/def2-TZVPD.

XYZ file:
```
20
Properties=species:S:1:pos:R:3
N 0.20979 -0.68392 0.80488
N -2.54403 -0.73621 0.27274
C 0.68032 1.03549 -0.77778
C -0.28408 -0.11166 -0.48929
C 1.99996 0.67170 -0.08751
C -1.73186 0.32112 -0.36693
C 1.69532 -0.51407 0.84398
H 1.96520 -0.36666 1.88473
H -1.76893 1.19102 0.29030
H -3.52172 -0.45731 0.17331
H -2.54106 -1.53606 -0.36096
H -0.23344 -0.17298 1.56877
H -0.05274 -1.71158 0.96711
H 2.66905 0.28868 -0.85847
H -2.10793 0.64096 -1.35082
H -0.17261 -0.91969 -1.21763
H 2.11530 -1.46031 0.49607
H 0.84003 1.10710 -1.84976
H 0.26153 1.98630 -0.43203
H 2.52191 1.42809 0.48928
```

Output
Net charge   0
LUMO level (alpha / beta)   0.99 / 0.73 eV
2S+1   2

=====

#Q
Below is C5H13N2 in the gas phase, with properties calculated with wB97M-V/def2-TZVPD.

XYZ file:
```
20
Properties=species:S:1:pos:R:3
N 1.63560 -0.11044 -1.68514
N 0.68377 -1.02694 0.40004
C -1.68163 0.96008 0.42486
C 0.61410 0.12271 1.33724
C -0.18683 1.24806 0.72244
C 1.44426 -1.09812 -0.74966
C -2.21809 -0.22985 -0.35324
H -3.21049 0.06758 -0.70511
H 0.20366 1.66315 -0.21370
H 1.90139 -0.42725 -2.59978
H -1.57970 -0.56423 -1.17939
H -0.12824 2.15106 1.33933
H 1.53460 0.86155 -1.46740
H 1.65417 0.41622 1.50139
H -2.33811 -1.14654 0.22993
H 0.17224 -1.85597 0.65931
H -2.13013 0.94084 1.41466
H 0.17567 -0.22140 2.28306
H -2.05659 1.91881 0.02859
H 1.87943 -2.05953 -0.99705
```

Output
Net charge   0
LUMO level (alpha / beta)   1.17 / 1.01 eV
2S+1   2

=====

Which of them is least stable? Easy: #P.

=====

#P
Below is a 2-piece molecular cluster, CH2NO2 overall, with properties calculated with wB97M-V/def2-TZVPD.

XYZ file:
```
6
Properties=species:S:1:pos:R:3
O 0.51290 0.97311 -1.35578
O 0.80882 1.87696 0.57079
N 0.43028 0.91070 -0.12702
C -0.74801 -0.88564 0.53551
H -1.05309 -1.24219 -0.43994
H 0.04911 -1.63294 0.81644
```

Output
Net charge   -1
LUMO level   4.78 eV

=====

#Q
Below is an isolated ion of composition CH2NO2 and charge -1, with properties calculated with wB97M-V/def2-TZVPD.

XYZ file:
```
6
Properties=species:S:1:pos:R:3
O 1.40407 -0.78232 -0.54398
O 0.19399 -0.90199 1.61240
N -0.49443 0.42461 -0.23901
C 0.48167 -0.47363 0.23926
H -1.03868 1.12822 0.20741
H -0.54663 0.60512 -1.27609
```

Output
Net charge   -1
LUMO level   4.66 eV

=====

Which of them is least stable? Easy: #P.

=====

#P
Below is C8H8OS2 in the gas phase, with properties calculated with wB97M-V/def2-TZVPD.

XYZ file:
```
19
Properties=species:S:1:pos:R:3
S -1.20906 0.89856 2.40088
S -2.05563 -1.02246 1.93446
O -1.61945 1.95994 1.46437
C -0.37467 -0.86448 -1.61633
C -0.27636 -0.74075 -0.24192
C 0.51954 0.45042 1.82199
C -0.83817 -1.68842 0.71018
C 1.11737 1.23833 -0.47517
C 0.97967 1.11009 -1.88159
C 0.27307 0.04686 -2.44557
C 0.48463 0.31100 0.34386
H 1.75786 2.02035 -0.03969
H 1.35621 1.84978 -2.53576
H -0.06353 -2.14123 1.31475
H -0.89919 -1.74253 -1.98120
H -1.37338 -2.50883 0.19089
H 0.20288 -0.03494 -3.53699
H 0.85998 -0.43312 2.38524
H 1.15824 1.29142 2.18759
```

Output
Net charge   0
LUMO level   0.67 eV

=====

#Q
Below is a 2-piece molecular cluster, C8H8OS2 overall, with properties calculated with wB97M-V/def2-TZVPD.

XYZ file:
```
19
Properties=species:S:1:pos:R:3
S 1.05932 1.86121 0.21751
S -1.05762 -1.35931 -1.38695
O 2.07545 -2.20913 2.92773
C -0.82930 -2.98488 -0.56198
C 0.50462 3.40916 -0.30519
C -0.69464 3.32543 -0.93563
C 1.76654 -1.92398 1.77642
C -1.15445 1.99648 -1.04968
C -0.16302 -0.30713 -0.42673
C -0.36898 1.08740 -0.39792
C 0.86354 -0.90095 1.48776
H -1.13503 4.21633 -1.28718
H 1.02634 4.39574 -0.27418
H -2.02971 1.76381 -1.60982
H 1.90302 -2.71844 1.04399
H -1.29172 -3.70124 -1.16594
H 0.82666 0.14743 1.87331
H -1.42680 -2.92755 0.37497
H 0.12577 -3.17037 -0.30048
```

Output
Net charge   0
LUMO level (alpha / beta)   -1.57 / -1.58 eV

=====

Which of them is least stable? Easy: #Q.

=====

#P
Below is an isolated ion of composition CHN4S and charge -1, with properties calculated with wB97M-V/def2-TZVPD.

XYZ file:
```
7
Properties=species:S:1:pos:R:3
S -1.42896 2.27668 0.20801
N 1.19382 -1.29907 0.55536
N 0.21085 0.90805 1.40767
N -0.28587 0.02792 -0.74015
N -0.38884 0.84602 0.33720
C 0.46651 -1.08293 -0.43248
H 0.23249 -1.67667 -1.33562
```

Output
Net charge   -1
LUMO level (alpha / beta)   2.62 / 2.62 eV

=====

#Q
Below is an isolated ion of composition CHN4S and charge -1, with properties calculated with wB97M-V/def2-TZVPD.

XYZ file:
```
7
Properties=species:S:1:pos:R:3
S -3.46299 -0.54468 -0.42129
N -2.31811 1.61591 0.64143
N -1.19649 2.18114 0.85660
N -2.37145 0.54116 0.03767
N -0.14459 1.48835 0.61911
C -0.03204 0.35785 0.15720
H 0.75036 -0.35918 0.24310
```

Output
Net charge   -1
LUMO level (alpha / beta)   4.01 / 4.05 eV

=====

Which of them is least stable? Easy: #P.

=====

#P
Below is C3H3ClFN in the gas phase, with properties calculated with wB97M-V/def2-TZVPD.

XYZ file:
```
9
Properties=species:S:1:pos:R:3
Cl 1.71164 -0.60425 -0.17242
F -0.10730 1.41670 -0.73404
N -2.23403 -0.81369 -0.81849
C 0.45138 0.65172 0.33141
C -1.68632 -0.38664 0.18723
C -0.75160 0.05799 1.21136
H -0.55601 -0.87388 1.75619
H -0.96658 0.89661 2.10144
H 0.94778 1.25661 1.02943
```

Output
Net charge   0
LUMO level   0.44 eV

=====

#Q
Below is C3H3ClFN in the gas phase, with properties calculated with wB97M-V/def2-TZVPD.

XYZ file:
```
9
Properties=species:S:1:pos:R:3
Cl 0.01526 -2.42754 0.54246
F -1.26477 -0.21658 1.10212
N -0.32823 2.31714 -1.33959
C 0.72378 0.29904 0.19785
C -0.08941 1.42454 -0.57736
C -0.45635 -0.76334 0.22374
H 1.06554 0.36280 1.10332
H -1.09476 -0.78331 -0.79357
H 1.42895 -0.21274 -0.45897
```

Output
Net charge   0
LUMO level   0.61 eV

=====

Which of them is least stable? Easy: #Q.

=====

#P
Below is C2H3FOSn as an isolated structure, with properties calculated with wB97M-V/def2-TZVPD.

XYZ file:
```
8
Properties=species:S:1:pos:R:3
Sn -1.31222 -0.03363 1.92749
F 0.74351 -0.51536 1.32886
O -1.19139 0.17120 -0.11670
C 0.99394 -0.22884 0.00102
C 0.04613 0.54172 -0.55928
H 2.04600 -0.25859 -0.26357
H -1.45981 -0.60084 -0.74289
H 0.13384 0.92434 -1.57493
```

Output
Net charge   +1
LUMO level (alpha / beta)   -5.02 / -5.07 eV
2S+1   2

=====

#Q
Below is C2H3FOSn as an isolated structure, with properties calculated with wB97M-V/def2-TZVPD.

XYZ file:
```
8
Properties=species:S:1:pos:R:3
Sn -2.27863 0.03983 -0.89590
F -0.84225 -1.18249 0.14749
O -0.59186 1.17225 -0.81142
C 0.40338 -0.58761 0.37513
C 0.31899 0.83110 -0.07171
H 1.20941 1.46439 0.07577
H 1.15695 -1.09556 -0.27015
H 0.62401 -0.64191 1.45080
```

Output
Net charge   +1
LUMO level (alpha / beta)   -5.56 / -5.29 eV
2S+1   2

=====

Which of them is least stable? Easy: #P.

=====

#P
Below is C20H31N5O4 in the gas phase, with properties calculated with wB97M-V/def2-TZVPD.

XYZ file:
```
60
Properties=species:S:1:pos:R:3
O -7.82219 8.21053 -2.38478
O -5.45619 9.47230 3.49196
O -6.17983 4.15000 1.23973
O -9.42427 8.20975 -6.22779
N -3.79392 6.48753 0.40812
N -4.26548 5.16822 0.46271
N -9.48819 9.49997 -1.62167
N -7.55274 7.74828 -5.03324
N -6.27607 9.76975 1.41825
C -6.45566 9.65472 -0.03055
C -6.85974 5.47538 -5.93225
C -10.61256 10.40385 -1.78100
C -5.88040 5.57893 -1.81866
C -4.76504 4.54908 -1.96294
C -4.56022 7.20513 1.31700
C -7.89307 10.21362 0.15724
C -8.78371 8.27078 -5.19297
C -3.99495 4.27767 -0.64604
C -6.94622 6.96683 -6.06868
C -5.58179 6.45778 1.77127
C -9.36025 9.08292 -4.03285
C -5.30293 3.23324 -2.51741
C -5.45170 5.12517 1.18657
C -5.34582 9.33640 2.28667
C -7.61384 10.27621 1.68175
C -5.62541 6.33346 -5.78410
C -8.81574 8.89166 -2.62859
C -9.03379 9.29033 -0.24938
C -4.17272 8.61302 1.64381
H -6.36002 5.73448 -2.78589
H -6.65103 5.23484 -1.12686
H -11.52324 9.96500 -1.36671
H -7.19491 7.72418 -4.08420
H -5.78136 10.29045 -0.60774
H -6.96805 4.87389 -6.82360
H -6.41786 8.63493 -0.41226
H -8.21758 9.60198 2.29525
H -8.73337 8.24856 -0.12842
H -7.13254 7.36882 -7.05361
H -5.50775 6.54400 -1.47357
H -10.43287 8.89290 -4.05159
H -4.04552 4.95068 -2.68495
H -4.26058 3.29024 -0.26704
H -6.36945 6.76201 2.43938
H -4.88450 6.31738 -6.57050
H -3.34890 8.62598 2.35828
H -4.50944 2.49095 -2.62832
H -9.23441 10.13209 -4.31602
H -3.85112 9.12117 0.73132
H -5.76153 3.37970 -3.49674
H -8.03669 11.19689 -0.29061
H -10.41204 11.33866 -1.25301
H -9.89500 9.46871 0.39847
H -2.79008 6.54232 0.54375
H -5.22367 6.45657 -4.78603
H -2.91760 4.27614 -0.82152
H -6.05629 2.82461 -1.84014
H -7.62958 11.27009 2.13020
H -7.27518 5.04416 -5.03127
H -10.78737 10.64340 -2.82344
```

Output
Net charge   0
LUMO level   0.38 eV

=====

#Q
Below is C20H31N5O4 in the gas phase, with properties calculated with wB97M-V/def2-TZVPD.

XYZ file:
```
60
Properties=species:S:1:pos:R:3
O -0.15531 0.90307 0.13565
O 0.50737 -2.74212 4.18430
O 1.15079 -1.47316 -1.46374
O -3.13273 1.13187 -3.12025
N -2.36294 0.86280 0.59074
N 3.03210 -0.34238 1.19051
N -1.36785 -0.21220 -2.66177
N 2.80760 -0.54401 -0.16673
N -0.19159 -0.61309 3.95418
C 1.66434 -1.27494 -0.36270
C 2.10587 -1.15921 3.35134
C -1.63551 -0.85631 3.97845
C -1.25208 -2.60271 -3.39789
C 2.86166 2.35128 -0.26733
C 2.35589 1.69681 -2.61808
C -1.29832 1.21254 -0.17759
C -0.31984 0.66415 3.22718
C -1.79550 -1.22475 -3.58299
C 2.10014 -1.12591 1.85426
C -2.69911 -2.31710 -3.09086
C 3.36573 1.57016 -1.47671
C 1.25256 -1.68488 0.97174
C 3.62381 0.07791 -1.18328
C -2.15704 -0.16342 1.61013
C -1.82111 0.33697 3.00709
C -3.74643 1.11475 0.21026
C -1.55394 1.91509 -1.49099
C 0.74209 -1.58791 3.87471
C -2.09968 0.91327 -2.51128
H 1.90002 1.96114 0.06379
H 0.39244 -2.29393 1.19143
H -4.14185 0.32641 -0.43571
H -1.96287 -0.86200 -4.58835
H -0.57296 -2.74817 -2.56952
H -1.35754 -0.82564 1.27222
H -2.26961 2.72902 -1.42689
H -3.46054 -2.68563 -3.76346
H -2.98578 -2.27357 -2.04858
H -0.49513 -0.35801 -2.16084
H 2.71693 1.21686 -3.52945
H 3.46176 -0.51671 -2.08216
H 2.83148 -1.88386 3.72197
H -1.90813 -1.84003 3.59120
H 4.00368 -0.44915 1.46046
H 1.42057 1.20904 -2.33604
H 0.27296 0.74237 2.31917
H -2.07281 -0.72639 4.96858
H -3.84636 2.06065 -0.31179
H 3.55804 2.31154 0.57279
H 2.37453 -0.17006 3.72804
H 4.32092 1.98972 -1.80646
H 2.14777 2.74438 -2.84448
H -1.01996 -3.16886 -4.28866
H -4.35088 1.16714 1.11515
H -3.07599 -0.75266 1.65974
H -2.52091 1.10648 3.33146
H 2.73124 3.40022 -0.54011
H 4.66721 -0.06566 -0.88205
H -0.14341 1.52176 3.87849
H -0.59580 2.30703 -1.82827
```

Output
Net charge   0
LUMO level   0.55 eV

=====

Which of them is least stable? Easy: #P.